1.
Entry from the Open Molecules 2025 dataset: a molecular structure, C49H49ClN5O2PtS (ωB97M-V/def2-TZVPD).

## Properties
Molecular weight (g mol⁻¹): 1002.6
HOMO-LUMO gap (eV): 7.4
Charge: +1
F_max (Eh/bohr): 0.015
Lowest unoccupied orbital energy (eV): -3.29

Last column: Mulliken charge in e.
Positions of all 108 atoms, in Å:
Pt (-0.0497, 0.4315, 0.0029)  2.913
C (-1.6752, 0.0816, -4.3902)  -1.549
C (-0.6647, -0.7513, -3.5932)  2.805
C (-0.7498, -2.2283, -3.9762)  -2.100
C (0.7208, -0.1727, -3.7899)  0.590
C (1.4642, -0.5836, -4.8909)  -0.416
C (2.6543, 0.0323, -5.2218)  -1.693
C (3.1058, 1.0823, -4.4449)  -0.648
C (2.4065, 1.5239, -3.3278)  1.797
C (2.9928, 2.7328, -2.6059)  1.444
C (4.4549, 2.5304, -2.1952)  -1.516
C (2.9117, 3.9819, -3.4959)  -1.857
C (1.1971, 0.8724, -2.9925)  -1.407
N (0.4571, 1.3407, -1.8556)  1.214
C (0.0711, 2.6404, -1.8893)  -1.068
O (-0.1042, 3.3441, -2.8690)  -0.639
C (-0.1094, 3.2371, -0.5217)  0.732
C (-0.2875, 4.5826, -0.2669)  -1.127
C (-0.4686, 4.9869, 1.0509)  -1.042
C (-0.4870, 4.0375, 2.0684)  -0.778
C (-0.3082, 2.7111, 1.7324)  0.161
N (-0.1086, 2.3585, 0.4691)  0.951
C (-0.3397, 1.5764, 2.7065)  0.369
O (-0.3725, 1.8043, 3.9011)  -0.735
N (-0.3705, 0.3643, 2.1020)  1.167
C (-0.3999, -0.8380, 2.8929)  -1.187
C (-1.6304, -1.3867, 3.2930)  0.266
C (-1.6311, -2.7392, 3.6615)  -0.673
C (-0.4659, -3.4582, 3.8081)  -1.481
C (0.7500, -2.8038, 3.6770)  -0.114
C (0.8104, -1.4890, 3.2395)  0.790
C (2.1385, -0.7488, 3.3207)  1.945
C (2.1923, 0.0632, 4.6261)  -1.760
C (3.3601, -1.6706, 3.3025)  -2.253
C (-2.9822, -0.6847, 3.5219)  0.814
C (-3.3404, -0.8481, 5.0147)  -1.573
C (-3.1718, 0.8066, 3.2322)  -1.627
H (-2.7007, -0.2460, -4.1960)  0.356
H (-1.4888, -0.0221, -5.4606)  0.421
H (-1.5908, 1.1418, -4.1418)  0.267
H (-0.9223, -0.6485, -2.5420)  -1.672
H (-0.6602, -2.3669, -5.0534)  0.630
H (-1.7117, -2.6511, -3.6870)  0.305
H (0.0397, -2.8102, -3.4956)  0.424
H (1.0889, -1.3749, -5.5242)  0.349
H (3.2108, -0.2839, -6.0938)  0.397
H (4.0239, 1.5825, -4.7218)  0.413
H (2.4157, 2.9198, -1.6964)  -0.726
H (5.0771, 2.2786, -3.0527)  0.375
H (4.5735, 1.7371, -1.4593)  0.202
H (4.8484, 3.4539, -1.7677)  0.410
H (3.5076, 3.8346, -4.3978)  0.374
H (3.3168, 4.8466, -2.9679)  0.485
H (1.8902, 4.2002, -3.7956)  0.319
H (-0.2867, 5.2625, -1.1073)  0.653
H (-0.6119, 6.0335, 1.2823)  0.500
H (-0.6321, 4.2824, 3.1112)  0.673
H (-2.5775, -3.2159, 3.8823)  0.590
H (-0.5006, -4.5010, 4.0959)  0.474
H (1.6619, -3.3244, 3.9321)  0.370
H (2.2091, -0.0508, 2.4861)  -0.408
H (2.1842, -0.6174, 5.4804)  0.374
H (1.3544, 0.7427, 4.7290)  0.304
H (3.1180, 0.6411, 4.6656)  0.474
H (3.4954, -2.1498, 4.2736)  0.607
H (4.2598, -1.0880, 3.1017)  0.357
H (3.2921, -2.4554, 2.5472)  0.488
H (-3.7241, -1.2510, 2.9494)  -0.001
H (-2.5871, -0.3495, 5.6270)  0.386
H (-3.3993, -1.8865, 5.3294)  0.437
H (-4.3055, -0.3814, 5.2157)  0.448
H (-2.6547, 1.4041, 3.9795)  0.477
H (-4.2374, 1.0287, 3.3130)  0.495
H (-2.8417, 1.1420, 2.2508)  0.086
S (0.7641, -3.8909, 0.3932)  -0.295
C (-0.9011, -3.8207, -0.0946)  0.981
C (-1.7952, -4.8833, -0.1764)  -0.525
C (-3.0345, -4.6466, -0.7315)  -1.004
C (-3.3533, -3.3829, -1.2383)  -1.027
C (-2.4647, -2.3318, -1.1533)  -0.487
C (-1.2365, -2.5355, -0.5223)  -1.070
N (-0.1731, -1.6277, -0.3710)  1.409
C (0.9242, -2.2377, 0.0461)  0.375
C (2.1309, -1.4395, 0.1140)  0.389
C (3.4198, -1.9590, 0.0660)  0.237
C (4.4927, -1.0881, 0.0334)  -1.509
C (4.2682, 0.2817, 0.0490)  -1.133
C (2.9806, 0.8077, 0.0605)  -0.051
C (1.9061, -0.0575, 0.0779)  -0.638
H (-1.5140, -5.8705, 0.1637)  0.521
H (-3.7465, -5.4555, -0.8156)  0.457
H (-4.3072, -3.2302, -1.7250)  0.542
H (-2.7022, -1.3805, -1.6028)  0.665
H (3.5744, -3.0314, 0.0495)  0.562
H (5.5030, -1.4709, -0.0036)  0.449
H (5.1176, 0.9529, 0.0398)  0.816
H (2.8296, 1.8794, 0.0577)  0.656
Cl (-5.5003, -1.1553, 1.0037)  -0.175
C (-4.4857, -0.0153, 0.2075)  0.044
C (-5.0270, 0.9284, -0.6445)  -0.567
C (-4.1602, 1.7814, -1.3088)  -1.388
C (-2.8005, 1.6450, -1.1097)  -0.157
N (-2.2835, 0.7353, -0.2717)  1.078
C (-3.1149, -0.0691, 0.3912)  -1.685
H (-6.0970, 0.9823, -0.7905)  0.570
H (-4.5297, 2.5317, -1.9924)  0.573
H (-2.1116, 2.2585, -1.6647)  0.371
H (-2.6775, -0.7811, 1.0762)  0.190


2.
Entry from the Open Molecules 2025 dataset: a molecular structure, C49H51N7O16Si2 (ωB97M-V/def2-TZVPD).

## Properties
Molecular weight (g mol⁻¹): 1050.2
HOMO-LUMO gap (eV): 8.4
Charge: 0
F_max (Eh/bohr): 0.133
Lowest unoccupied orbital energy (eV): -1.07

Last column: Mulliken charge in e.
Positions of all 125 atoms, in Å:
C (2.4752, -5.4387, 0.4699)  -0.483
C (2.3232, -4.1771, 0.1073)  -0.294
C (2.2863, -2.5962, -0.3086)  -0.089
Si (0.7395, -1.6805, 0.3940)  0.440
C (-0.8580, -1.9865, -0.6784)  -0.580
C (-1.9457, -0.8688, -0.2477)  -0.044
C (-3.3497, -1.4857, 0.3013)  -0.793
C (-3.1551, -2.4604, 1.5904)  -0.055
O (-3.3856, -3.8649, 1.2130)  -0.551
O (1.0346, 0.0542, 0.2572)  -0.201
Si (2.1136, 0.6179, 1.4983)  0.506
H (2.9228, -6.3555, 1.0204)  0.320
H (3.2187, -2.1150, 0.2063)  0.093
H (2.4453, -2.4505, -1.4422)  0.384
H (0.4669, -2.0773, 1.7974)  -0.125
H (-0.5273, -1.7591, -1.7665)  0.303
H (-1.2275, -3.0731, -0.6262)  0.393
H (-2.2308, -0.2632, -1.2036)  0.028
H (-1.5607, -0.0974, 0.5212)  0.034
H (-4.0959, -0.6148, 0.5054)  0.308
H (-3.7958, -2.0961, -0.5772)  0.337
H (-2.0980, -2.3691, 2.0649)  0.082
H (-3.9999, -2.1965, 2.3491)  0.258
H (-3.6874, -4.2804, 2.0629)  0.293
H (1.3250, 1.0765, 2.6677)  -0.163
H (3.0994, -0.3804, 1.9045)  -0.177
H (2.7992, 1.8250, 0.9747)  -0.152
C (-1.0215, 1.5176, -3.4583)  -0.372
C (-0.3590, 0.6188, -4.2906)  -0.647
C (-0.8340, 0.3795, -5.5770)  -0.403
C (-1.9736, 1.0511, -6.0220)  0.009
C (-2.6456, 1.9470, -5.1895)  -0.445
C (-2.1644, 2.1773, -3.9040)  -0.182
N (-2.4629, 0.8219, -7.3838)  1.044
O (-1.8579, 0.0138, -8.0805)  -0.594
O (-3.4481, 1.4547, -7.7523)  -0.601
H (-0.6443, 1.7059, -2.4565)  0.564
H (0.5306, 0.1065, -3.9368)  0.459
H (-0.3079, -0.3234, -6.2150)  0.448
H (-3.5354, 2.4704, -5.5248)  0.442
H (-2.6775, 2.8743, -3.2493)  0.254
C (-3.4442, 3.1024, 2.3828)  -0.650
C (-4.4650, 3.8602, 1.8133)  -0.550
C (-4.2627, 4.4963, 0.5914)  -0.351
C (-3.0325, 4.3624, -0.0545)  0.103
C (-2.0048, 3.6113, 0.5154)  -0.381
C (-2.2156, 2.9814, 1.7380)  -0.455
N (-2.8207, 5.0072, -1.3527)  1.070
O (-3.7389, 5.6747, -1.8170)  -0.618
O (-1.7375, 4.8376, -1.9034)  -0.591
H (-3.6077, 2.6026, 3.3337)  0.513
H (-5.4198, 3.9521, 2.3212)  0.469
H (-5.0666, 5.0834, 0.1588)  0.487
H (-1.0432, 3.5054, 0.0228)  0.472
H (-1.4226, 2.3917, 2.1880)  0.485
C (5.1469, -5.6475, 6.4197)  -0.410
C (4.1310, -4.8786, 5.8573)  -0.468
C (4.3374, -4.2315, 4.6425)  -0.257
C (5.5669, -4.3654, 3.9957)  -0.018
C (6.5907, -5.1283, 4.5584)  -0.270
C (6.3755, -5.7693, 5.7751)  -0.509
N (5.7803, -3.7070, 2.7046)  0.969
O (4.8655, -3.0305, 2.2509)  -0.536
O (6.8621, -3.8739, 2.1485)  -0.647
H (4.9799, -6.1557, 7.3655)  0.374
H (3.1760, -4.7864, 6.3654)  0.380
H (3.5370, -3.6356, 4.2155)  0.496
H (7.5518, -5.2344, 4.0653)  0.428
H (7.1644, -6.3678, 6.2201)  0.367
C (9.2539, -1.8494, -0.5171)  -0.583
C (8.4042, -2.9097, -0.2108)  -0.236
C (8.2332, -3.9505, -1.1191)  -0.438
C (8.9232, -3.9216, -2.3320)  0.047
C (9.7697, -2.8580, -2.6470)  -0.424
C (9.9321, -1.8203, -1.7335)  -0.360
N (8.7662, -5.0276, -3.2810)  0.990
O (7.9994, -5.9359, -2.9782)  -0.595
O (9.4134, -4.9841, -4.3217)  -0.597
H (9.3892, -1.0413, 0.1968)  0.398
H (7.8770, -2.9260, 0.7382)  0.617
H (7.5681, -4.7705, -0.8676)  0.449
H (10.3067, -2.8243, -3.5896)  0.432
H (10.5908, -0.9895, -1.9676)  0.376
C (-2.0201, 8.4595, 4.8323)  -0.370
C (-2.5571, 7.7946, 3.7328)  -0.533
C (-3.6567, 6.9565, 3.8936)  -0.083
C (-4.2149, 6.7949, 5.1626)  -0.057
C (-3.6762, 7.4528, 6.2687)  -0.353
C (-2.5746, 8.2866, 6.0982)  -0.437
N (-5.3882, 5.9335, 5.3328)  0.969
O (-5.8222, 5.3568, 4.3403)  -0.589
O (-5.8714, 5.8411, 6.4551)  -0.595
H (-1.1651, 9.1173, 4.7017)  0.374
H (-2.1194, 7.9323, 2.7487)  0.397
H (-4.0650, 6.4445, 3.0280)  0.470
H (-4.1002, 7.3297, 7.2602)  0.438
H (-2.1496, 8.8055, 6.9518)  0.369
C (-2.0043, 2.6394, -10.0282)  -0.306
C (-2.2259, 3.8258, -9.3332)  -0.235
C (-1.6778, 5.0187, -9.7969)  -0.413
C (-0.9113, 5.0124, -10.9632)  0.033
C (-0.6799, 3.8254, -11.6593)  -0.292
C (-1.2298, 2.6373, -11.1860)  -0.641
N (-0.3532, 6.2695, -11.4695)  0.971
O (-0.5618, 7.2897, -10.8209)  -0.595
O (0.2872, 6.2307, -12.5146)  -0.598
H (-2.4376, 1.7128, -9.6671)  0.468
H (-2.8293, 3.8208, -8.4306)  0.382
H (-1.8585, 5.9358, -9.2455)  0.421
H (-0.0811, 3.8097, -12.5645)  0.428
H (-1.0583, 1.7087, -11.7217)  0.380
C (-4.9687, -6.6915, 6.6733)  -0.392
C (-5.1897, -5.5138, 7.3829)  -0.429
C (-4.6425, -4.3154, 6.9333)  -0.410
C (-3.8774, -4.3074, 5.7663)  0.134
C (-3.6465, -5.4860, 5.0556)  -0.156
C (-4.1956, -6.6797, 5.5149)  -0.595
N (-3.3202, -3.0442, 5.2747)  0.942
O (-3.5280, -2.0324, 5.9353)  -0.604
O (-2.6808, -3.0702, 4.2275)  -0.535
H (-5.4022, -7.6238, 7.0245)  0.374
H (-5.7920, -5.5297, 8.2861)  0.368
H (-4.8229, -3.4052, 7.4960)  0.431
H (-3.0485, -5.4909, 4.1495)  0.471
H (-4.0245, -7.6016, 4.9678)  0.372